(1)
{
  "formula": "C3H6N2O",
  "method": "wB97M-V/def2-TZVPD",
  "homo_energy_ev": -9.8,
  "e_lumo_ha": 0.0362,
  "e_above_lowest_ev": 1.7707,
  "orbital_gap_ev": 10.81,
  "molar_mass_g_mol": 86.1,
  "species": ["N", "C", "C", "O", "C", "N", "H", "H", "H", "H", "H", "H"],
  "coordinates": [[1.622, -0.472, 0.339], [0.513, 0.025, -0.456], [-0.634, -0.944, -0.801], [-1.574, -0.129, -0.044], [-0.589, 0.773, 0.276], [-0.613, 1.781, 1.023], [2.125, 0.349, 0.673], [1.254, -0.923, 1.176], [0.926, 0.533, -1.335], [-0.938, -0.985, -1.851], [-0.539, -1.952, -0.387], [-1.553, 1.944, 1.388]]
}


(2)
{
  "formula": "BeH6O7S",
  "method": "wB97M-V/def2-TZVPD",
  "homo_energy_ev": -6.6,
  "e_lumo_ha": -0.0611,
  "e_above_lowest_ev": 0.2509,
  "orbital_gap_ev": 4.97,
  "molar_mass_g_mol": 159.1,
  "species": ["Be", "S", "O", "O", "O", "O", "O", "H", "H", "O", "H", "H", "O", "H", "H"],
  "coordinates": [[0.377, 0.058, 0.287], [-1.953, -0.316, -1.463], [-1.666, -0.038, -2.849], [-0.703, -0.048, -0.686], [-2.991, 0.498, -0.923], [-2.319, -1.709, -1.267], [0.423, -1.049, 1.473], [0.577, -1.970, 1.199], [0.421, -1.075, 2.445], [1.960, -0.032, -0.354], [2.712, -0.583, -0.046], [2.176, 0.217, -1.257], [0.388, 1.682, 0.892], [0.975, 2.411, 1.108], [-0.380, 1.953, 1.440]]
}


(3)
{
  "formula": "C15H31BaClP2",
  "method": "wB97M-V/def2-TZVPD",
  "homo_energy_ev": -6.5,
  "e_lumo_ha": -0.0242,
  "e_above_lowest_ev": 0.0000,
  "orbital_gap_ev": 5.84,
  "molar_mass_g_mol": 446.1,
  "species": ["P", "P", "C", "C", "H", "H", "H", "H", "C", "H", "H", "H", "C", "H", "H", "H", "C", "H", "H", "H", "C", "H", "H", "H", "Ba", "C", "C", "C", "C", "C", "C", "C", "C", "C", "H", "H", "H", "H", "H", "H", "H", "H", "H", "H", "H", "H", "H", "H", "H", "Cl"],
  "coordinates": [[-0.088, -1.404, -6.026], [0.247, 1.830, -5.875], [-0.274, -0.409, -7.574], [0.458, 0.950, -7.512], [-1.358, -0.281, -7.723], [0.114, -1.024, -8.399], [1.545, 0.837, -7.634], [0.082, 1.637, -8.286], [-1.373, 2.615, -6.180], [-1.632, 3.266, -5.337], [-2.169, 1.865, -6.295], [-1.303, 3.222, -7.093], [1.349, 3.261, -6.033], [1.020, 3.915, -6.853], [2.373, 2.912, -6.220], [1.326, 3.817, -5.087], [-1.174, -2.847, -6.284], [-1.124, -3.479, -5.383], [-0.858, -3.440, -7.161], [-2.215, -2.509, -6.422], [1.568, -2.117, -6.274], [2.333, -1.331, -6.284], [1.588, -2.662, -7.227], [1.782, -2.817, -5.459], [1.901, 0.498, 0.718], [0.181, 1.929, -2.985], [-1.143, 1.690, -3.140], [-1.682, 0.392, -3.637], [-1.740, -0.777, -2.591], [-0.743, -1.851, -2.853], [0.541, -1.665, -3.210], [1.214, -0.334, -3.497], [1.104, 0.843, -2.467], [0.554, -1.486, 1.877], [0.549, 2.959, -3.018], [-1.904, 2.475, -3.025], [-1.088, 0.034, -4.502], [-2.697, 0.546, -4.077], [-1.666, -0.393, -1.554], [-2.773, -1.172, -2.648], [-1.094, -2.865, -2.683], [1.211, -2.534, -3.216], [0.828, 0.073, -4.462], [2.280, -0.563, -3.703], [0.723, 0.390, -1.513], [2.118, 1.286, -2.350], [0.649, -2.167, 2.735], [0.682, -2.100, 0.953], [-0.456, -1.020, 1.894], [0.099, 2.027, 1.997]]
}


Please write out number 1 again, unchanged.
{
  "formula": "C3H6N2O",
  "method": "wB97M-V/def2-TZVPD",
  "homo_energy_ev": -9.8,
  "e_lumo_ha": 0.0362,
  "e_above_lowest_ev": 1.7707,
  "orbital_gap_ev": 10.81,
  "molar_mass_g_mol": 86.1,
  "species": ["N", "C", "C", "O", "C", "N", "H", "H", "H", "H", "H", "H"],
  "coordinates": [[1.622, -0.472, 0.339], [0.513, 0.025, -0.456], [-0.634, -0.944, -0.801], [-1.574, -0.129, -0.044], [-0.589, 0.773, 0.276], [-0.613, 1.781, 1.023], [2.125, 0.349, 0.673], [1.254, -0.923, 1.176], [0.926, 0.533, -1.335], [-0.938, -0.985, -1.851], [-0.539, -1.952, -0.387], [-1.553, 1.944, 1.388]]
}


Which formula does entry 2 have?
BeH6O7S


Repeat the first record exactly.
{
  "formula": "C3H6N2O",
  "method": "wB97M-V/def2-TZVPD",
  "homo_energy_ev": -9.8,
  "e_lumo_ha": 0.0362,
  "e_above_lowest_ev": 1.7707,
  "orbital_gap_ev": 10.81,
  "molar_mass_g_mol": 86.1,
  "species": ["N", "C", "C", "O", "C", "N", "H", "H", "H", "H", "H", "H"],
  "coordinates": [[1.622, -0.472, 0.339], [0.513, 0.025, -0.456], [-0.634, -0.944, -0.801], [-1.574, -0.129, -0.044], [-0.589, 0.773, 0.276], [-0.613, 1.781, 1.023], [2.125, 0.349, 0.673], [1.254, -0.923, 1.176], [0.926, 0.533, -1.335], [-0.938, -0.985, -1.851], [-0.539, -1.952, -0.387], [-1.553, 1.944, 1.388]]
}